1.
C36H34N5O3PPt as an isolated structure, computed with ωB97M-V/def2-TZVPD.

Last column: Löwdin charge in e.
Element x y z (Å)
Pt: 0.0779 -0.0005 0.0274  1.159
O: 2.8224 -1.1985 0.4502  -0.052
N: 2.3546 0.0403 0.0160  -0.140
C: 3.0236 0.9881 0.5567  -0.068
C: 2.8381 2.4178 0.3383  -0.194
C: 4.0246 3.1622 0.3626  -0.010
C: 4.0188 4.5287 0.1694  -0.030
C: 2.8151 5.1934 -0.0152  -0.027
C: 1.6311 4.4762 -0.0325  -0.064
C: 1.6228 3.0931 0.1306  -0.287
P: -0.0101 2.2910 0.0833  0.947
C: -0.9481 3.0326 1.4352  -0.349
C: -0.3074 3.5646 2.5519  -0.063
C: -1.0595 4.0408 3.6149  -0.047
C: -2.4444 3.9965 3.5637  -0.046
C: -3.0868 3.4590 2.4550  -0.061
C: -2.3416 2.9603 1.4018  -0.115
C: -0.7356 2.8863 -1.4705  -0.360
C: -0.4388 2.1767 -2.6360  -0.105
C: -0.8931 2.6307 -3.8621  -0.060
C: -1.6626 3.7849 -3.9304  -0.056
C: -1.9787 4.4818 -2.7735  -0.056
C: -1.5125 4.0406 -1.5441  -0.089
H: 2.8508 -1.7527 -0.3409  0.109
H: 3.8613 0.6977 1.1900  0.154
H: 4.9622 2.6405 0.5128  0.127
H: 4.9500 5.0783 0.1730  0.123
H: 2.7967 6.2669 -0.1459  0.123
H: 0.6919 4.9940 -0.1803  0.112
H: 0.7735 3.6180 2.5830  0.111
H: -0.5609 4.4484 4.4839  0.118
H: -3.0290 4.3769 4.3906  0.118
H: -4.1684 3.4351 2.4155  0.112
H: -2.8255 2.5301 0.5320  0.078
H: 0.1561 1.2728 -2.5678  0.085
H: -0.6473 2.0927 -4.7680  0.114
H: -2.0128 4.1436 -4.8891  0.116
H: -2.5837 5.3773 -2.8260  0.116
H: -1.7524 4.5934 -0.6447  0.108
O: -1.9364 -0.3182 1.3009  -0.022
C: -2.6022 -0.3738 0.2621  -0.634
O: -2.1364 -0.1654 -0.9021  -0.103
C: -4.1270 -0.6667 0.3557  -0.133
N: -4.6523 -0.7255 -1.0571  0.099
C: -5.6795 0.3510 -1.2282  -0.087
C: -5.2753 1.3772 -0.1789  -0.135
C: -4.8887 0.4909 1.0096  -0.101
H: -4.2614 -1.6100 0.8803  0.170
H: -4.9935 -1.6405 -1.3358  0.187
H: -3.7568 -0.5012 -1.5797  0.161
H: -6.6637 -0.0628 -1.0151  0.142
H: -5.6654 0.7249 -2.2490  0.139
H: -6.0917 2.0562 0.0539  0.134
H: -4.4215 1.9573 -0.5367  0.106
H: -5.7870 0.1210 1.5037  0.134
H: -4.2719 0.9905 1.7542  0.108
N: -0.0420 -7.2271 -1.0609  0.170
C: 0.0301 -8.5084 -0.5725  -0.181
C: 0.0215 -9.7546 -1.1880  -0.013
C: 0.1116 -10.8511 -0.3551  -0.067
C: 0.2020 -10.7173 1.0411  -0.071
C: 0.2100 -9.4840 1.6505  -0.001
C: 0.1235 -8.3543 0.8293  -0.217
N: 0.1066 -7.0264 1.1536  0.187
C: 0.0091 -6.3802 0.0177  -0.286
C: -0.0246 -4.9312 -0.0503  -0.105
C: -0.0914 -4.2123 -1.2484  0.015
C: -0.0718 -2.8345 -1.2061  -0.123
N: 0.0148 -2.1505 -0.0598  -0.133
C: 0.0507 -2.8310 1.0994  -0.108
C: 0.0294 -4.2046 1.1451  0.032
H: -0.1182 -6.9735 -2.0288  0.155
H: -0.0547 -9.8638 -2.2618  0.113
H: 0.1153 -11.8411 -0.7905  0.111
H: 0.2702 -11.6099 1.6481  0.110
H: 0.2826 -9.3689 2.7233  0.117
H: -0.1528 -4.7085 -2.2065  0.116
H: -0.1239 -2.2483 -2.1149  0.118
H: 0.0963 -2.2396 2.0037  0.121
H: 0.0659 -4.7395 2.0830  0.125

Computed properties:
- Relative energy (zero: lowest compared OMol25 entry of this formula, charge and spin): 0.734 eV
- Spin multiplicity: 3
- Gap between HOMO and LUMO (spin up / spin down): 7.1 / 4.9 eV
- E: -63998.498 eV
- Net charge: +2
- Lowest unoccupied orbital energy (spin up / spin down): -5.096 / -7.242 eV
- Strongest force on any atom: 0.0184 hartree/bohr



2.
C36H35BrGaN2O6P as an isolated structure in a non-equilibrium geometry, computed with ωB97M-V/def2-TZVPD.

Last column: Löwdin charge in e.
Element x y z (Å)
Ga: -0.1036 0.9797 -1.5339  0.461
O: 4.7027 3.8040 -3.6339  0.147
C: 3.7142 3.2504 -3.2214  -0.228
C: 2.3949 3.8950 -2.8375  -0.277
O: 2.0565 5.0638 -2.9764  0.112
C: 1.6400 2.7881 -2.3027  -0.242
C: 2.3377 1.5757 -2.3511  -0.274
O: 1.8629 0.4880 -1.8141  -0.059
C: 3.6114 1.7116 -3.0020  -0.258
O: 4.4150 0.8548 -3.3506  0.108
O: 0.4184 2.8580 -1.7961  -0.066
C: -1.8190 4.5958 4.7379  -0.068
C: -1.0550 3.2766 5.0262  -0.553
C: 0.3629 3.5835 5.5280  -0.049
C: -1.8455 2.4423 6.0512  -0.048
C: -0.9357 2.4751 3.7264  -0.178
C: -1.5209 2.7571 2.5097  -0.098
C: -1.2535 2.0128 1.3712  -0.524
Br: -2.3660 2.4203 -0.1496  0.880
C: -0.2836 0.9998 1.3872  -0.311
O: 0.2302 0.4297 0.2957  -0.128
C: 0.2315 0.5725 2.6812  -0.067
C: -0.1154 1.3302 3.7741  0.003
C: 1.0590 -0.7122 2.8354  -0.531
C: 1.5251 -0.8392 4.3132  -0.073
C: 0.1533 -1.9104 2.5180  -0.044
C: 2.3211 -0.7654 1.9702  -0.039
H: -1.8830 5.2263 5.6622  0.092
H: -2.8626 4.4122 4.4377  0.081
H: -1.3234 5.1974 3.9486  0.093
H: 0.3243 4.2206 6.4134  0.081
H: 0.9111 4.1370 4.7594  0.095
H: 0.9501 2.6994 5.8232  0.081
H: -2.0128 3.0230 6.9719  0.084
H: -1.3236 1.5229 6.3189  0.074
H: -2.8543 2.1721 5.6504  0.100
H: -2.2060 3.6022 2.3924  0.095
H: 0.2087 1.0298 4.7607  0.084
H: 0.7099 -0.9219 5.0601  0.087
H: 2.1577 0.0269 4.5649  0.090
H: 2.1485 -1.7520 4.4168  0.089
H: -0.7191 -1.9552 3.2143  0.100
H: 0.7195 -2.8400 2.6418  0.083
H: -0.2614 -1.8784 1.5049  0.070
H: 2.9775 0.1021 2.1694  0.102
H: 2.0484 -0.7861 0.9222  0.059
H: 2.8869 -1.6784 2.2308  0.088
N: -0.5743 -1.4355 -3.8824  -0.082
P: -0.2488 -1.8272 -2.2393  1.059
C: 1.1209 -2.9792 -2.4334  -0.345
C: 2.4167 -2.5675 -2.0839  -0.066
C: 3.5355 -3.3461 -2.3627  -0.058
C: 3.3476 -4.5433 -3.0478  -0.080
C: 2.0636 -5.0168 -3.3313  -0.084
C: 0.9540 -4.2548 -2.9805  -0.109
C: -1.6046 -2.8103 -1.7027  -0.362
C: -1.4337 -3.9366 -0.8641  -0.086
C: -2.5412 -4.6294 -0.3367  -0.069
C: -3.8198 -4.2545 -0.7046  -0.088
C: -4.0148 -3.1314 -1.5025  -0.088
C: -2.9426 -2.4434 -2.0479  -0.078
C: -0.9597 -0.1745 -4.3329  -0.309
C: -1.2679 0.0604 -5.6953  0.004
C: -1.7911 1.2857 -6.0565  -0.029
C: -1.9739 2.2726 -5.0606  -0.046
C: -1.5683 2.0355 -3.7758  -0.115
N: -1.0302 0.8359 -3.4336  0.060
H: -0.4581 -2.1289 -4.6040  0.115
H: 2.5800 -1.5534 -1.6901  0.093
H: 4.5377 -2.9739 -2.1321  0.118
H: 4.2139 -5.1505 -3.3973  0.118
H: 1.9408 -5.9672 -3.8728  0.111
H: -0.0355 -4.6729 -3.1465  0.106
H: -0.4571 -4.2868 -0.6042  0.096
H: -2.3577 -5.4852 0.3346  0.116
H: -4.6879 -4.7647 -0.3082  0.105
H: -5.0343 -2.8246 -1.7203  0.107
H: -3.0951 -1.6819 -2.8338  0.104
H: -1.0659 -0.7195 -6.4165  0.117
H: -2.0466 1.4751 -7.0941  0.117
H: -2.3905 3.2828 -5.2562  0.127
H: -1.6461 2.8147 -3.0043  0.096

Computed properties:
- Relative energy (zero: lowest compared OMol25 entry of this formula, charge and spin): 0.000 eV
- Spin multiplicity: 1
- Gap between HOMO and LUMO: 7.2 eV
- E: -184874.003 eV
- Lowest unoccupied orbital energy: -0.665 eV
- Strongest force on any atom: 0.0528 hartree/bohr